{
  "formula": "C40H64AsBrFN5O15PRbSeSi",
  "method": "ωB97M-V/def2-TZVPD",
  "fmax_ev_per_a": 1.2,
  "relative_energy_kcal_mol": 13.8,
  "homo_lumo_gap_ev": 4.8717,
  "homo_ev": -2.4,
  "total_charge": -2,
  "total_energy_ev": -297454.6258,
  "lumo_ha": 0.0919,
  "symbols": ["Rb", "Br", "Se", "As", "P", "Si", "F", "O", "O", "O", "O", "O", "O", "O", "O", "O", "O", "O", "O", "O", "O", "O", "N", "N", "N", "N", "N", "C", "C", "C", "C", "C", "C", "C", "C", "C", "C", "C", "C", "C", "C", "C", "C", "C", "C", "C", "C", "C", "C", "C", "C", "C", "C", "C", "C", "C", "C", "C", "C", "C", "C", "C", "C", "C", "C", "C", "C", "H", "H", "H", "H", "H", "H", "H", "H", "H", "H", "H", "H", "H", "H", "H", "H", "H", "H", "H", "H", "H", "H", "H", "H", "H", "H", "H", "H", "H", "H", "H", "H", "H", "H", "H", "H", "H", "H", "H", "H", "H", "H", "H", "H", "H", "H", "H", "H", "H", "H", "H", "H", "H", "H", "H", "H", "H", "H", "H", "H", "H", "H", "H", "H"],
  "xyz": [[-0.71716, 0.18390, 0.70516], [-6.52225, -6.13004, -1.29033], [-0.08958, 4.65869, -0.19425], [-0.67846, 0.20505, -2.80201], [-2.22773, 2.25317, 2.64503], [-1.21685, 6.25718, -1.19506], [4.90714, -2.13281, -5.13023], [-4.61132, -2.54662, 2.27786], [-0.50017, -3.67414, 1.32704], [1.68546, 1.25866, -0.03458], [3.32585, -3.83731, -6.66682], [2.17992, -0.95935, -1.72048], [-2.59591, -1.85329, 1.56754], [-3.01543, 0.21638, -0.32633], [-3.08127, 0.92688, 3.07265], [-2.65681, 3.22714, 3.88401], [1.47735, 3.33844, 2.81088], [0.41708, 0.73576, 3.31492], [0.58677, -1.83327, -0.41477], [0.88073, -4.97217, -3.00628], [0.49686, -0.59866, 2.86388], [-3.21491, 2.66115, 1.41529], [2.63411, -3.52710, -2.69587], [1.78229, -1.08018, 2.89432], [6.64960, -2.06112, 3.54215], [2.13041, -4.36709, -4.80249], [5.86300, -4.02343, 2.82098], [7.21104, -4.22592, 3.05442], [2.77560, -0.25260, 3.20472], [-4.20554, -4.75561, -2.20373], [-5.12835, 3.58302, 0.35913], [-1.11538, -1.83430, -4.96262], [-1.88412, 4.44649, 4.00321], [1.61971, -1.90515, -1.12227], [0.48327, 1.18658, -4.05446], [-2.95106, 2.00290, -3.07907], [3.62961, -2.77105, -3.28231], [-3.70794, -2.48195, 1.44599], [-0.10270, 7.52558, -2.03913], [3.13891, -3.69637, -5.47568], [-0.36566, -1.55213, -3.66857], [2.28729, -3.27147, -1.28839], [-5.08171, -4.88758, -1.13947], [-2.34137, 5.49894, 3.02641], [3.90975, -2.84268, -4.58325], [3.14916, -2.92757, 2.64494], [-3.71220, 0.29269, 5.30462], [-3.88548, -3.25373, 0.13779], [1.89088, -2.38125, 2.58524], [-4.94020, -4.15455, 0.02312], [9.35870, -5.17717, 3.25818], [1.80521, -4.32655, -3.44946], [-3.00240, -3.10578, -0.92676], [5.60314, -2.71468, 3.12996], [-3.16049, -3.84985, -2.08823], [7.68422, -2.99447, 3.50302], [-2.37652, 5.64753, -2.54174], [9.85418, -3.94058, 3.71525], [-2.29761, 7.26863, -0.02362], [-2.42820, 0.66294, -3.58303], [4.23947, -2.13748, 3.00855], [-4.64790, 2.72496, 1.50352], [-2.71319, 0.09536, 4.18799], [8.03160, -5.34399, 2.91925], [9.02888, -2.84271, 3.84213], [0.44578, 2.70503, -3.93596], [4.05304, -0.79574, 3.27553], [-0.77092, -2.76931, -5.41761], [-0.82374, 4.21666, 3.86274], [-2.73138, -0.92348, 3.80433], [-2.14253, 5.19925, 1.99651], [9.39954, -1.88758, 4.19013], [-3.10699, -0.13745, -3.27652], [0.71517, -1.57020, -3.83313], [-3.12694, 6.66371, 0.35354], [-5.04265, 1.70879, 1.45092], [4.15928, -2.10320, -2.61964], [1.00176, 2.49263, 2.74686], [-2.94097, 2.05277, -1.99069], [1.64489, -4.08192, -0.95714], [-1.78777, 6.42573, 3.19870], [0.96377, -2.89141, 2.29562], [-2.91272, -0.49657, 0.34380], [-1.28587, -3.14253, 1.58278], [0.44640, 7.04657, -2.85494], [-6.21784, 3.67260, 0.37682], [-2.45523, -3.73903, -2.90283], [1.81137, 0.68563, -0.81626], [-4.71199, 0.01554, 4.96594], [-3.72590, 1.33340, 5.63270], [-4.69251, 4.58187, 0.41974], [10.90192, -3.85593, 3.97268], [-0.18491, -3.16789, 0.55075], [-1.71516, 7.60410, 0.83773], [0.63271, 7.90867, -1.32700], [-2.19080, -1.92785, -4.79966], [3.22195, -3.27999, -0.72204], [-2.17744, -2.40965, -0.84175], [2.47186, 0.77639, 3.35405], [-3.40984, 5.70341, 3.14291], [0.51122, 3.06221, -2.90446], [-4.92699, 3.14430, 2.47321], [-2.96527, 1.03706, 0.19290], [1.27075, 3.16145, -4.49116], [1.52426, -4.94309, -5.36700], [-2.96240, 6.47823, -2.95391], [-2.71708, 8.14570, -0.52999], [1.37844, 2.11786, -0.36554], [-0.47878, 3.11871, -4.34283], [-0.97150, -1.04525, -5.70463], [10.03613, -6.01721, 3.17270], [-3.98221, 2.17158, -3.40526], [1.48225, 0.80296, -3.82855], [-1.69399, 0.33450, 4.50274], [-5.62905, -4.25308, 0.85077], [-1.81134, 5.18750, -3.35635], [-2.35551, 2.83915, -3.43773], [5.20766, -4.69921, 2.47490], [7.65296, -6.29504, 2.56855], [1.15502, 3.85027, 2.05207], [-3.06636, 4.89745, -2.14740], [-2.02922, 4.77010, 5.03467], [-3.45317, -0.34249, 6.15736], [-4.83699, 3.14708, -0.59816], [0.24115, 0.87118, -5.07479], [-0.58166, -2.32121, -2.92375], [-4.33459, -5.35190, -3.09699], [-2.36695, 0.64590, -4.67467], [-0.67258, 8.36796, -2.44847], [3.23178, -3.97378, 2.38341], [4.88741, -0.15621, 3.52092]],
  "forces_ev_per_a": [[1.14, 0.39, 0.21], [-0.06, -0.05, 0.00], [0.10, -0.24, 0.06], [0.01, 0.23, -0.15], [-0.05, -0.25, 0.12], [0.12, 0.00, 0.07], [0.05, 0.05, 0.02], [-0.03, -0.03, -0.01], [-0.02, 0.11, 0.07], [0.28, 0.23, -0.23], [-0.07, -0.05, -0.02], [0.05, -0.25, 0.10], [-0.33, -0.14, -0.28], [-0.95, -0.04, -0.04], [0.06, 0.23, -0.02], [-0.17, 0.33, 0.03], [-0.06, 0.02, 0.02], [0.29, -0.54, 0.04], [0.63, -0.68, -0.11], [0.00, 0.01, 0.02], [0.24, -0.16, 0.70], [-0.12, 0.10, -0.12], [0.09, 0.26, 0.09], [-0.73, 0.59, 0.01], [0.33, -0.29, -0.01], [-0.05, -0.02, 0.11], [0.31, -0.07, 0.03], [-0.23, -0.31, -0.14], [0.53, -0.32, -0.06], [-0.01, 0.00, 0.00], [-0.09, 0.07, -0.10], [0.02, -0.05, -0.10], [-0.01, -0.30, 0.15], [-0.31, 0.83, -0.10], [0.08, -0.08, -0.07], [-0.10, 0.06, 0.01], [-0.10, -0.02, 0.30], [0.27, 0.08, 0.24], [0.13, 0.05, -0.07], [0.20, 0.19, 0.02], [-0.07, -0.03, 0.06], [0.12, -0.44, -0.30], [0.08, 0.08, 0.03], [-0.06, 0.18, -0.07], [-0.17, -0.22, -0.24], [-0.39, -0.06, -0.16], [-0.06, -0.05, 0.12], [0.03, -0.08, -0.16], [0.36, 0.10, 0.08], [-0.06, 0.05, 0.00], [0.13, 0.09, 0.06], [0.00, -0.05, -0.16], [0.03, 0.01, -0.01], [-0.73, 0.26, -0.12], [-0.01, 0.00, 0.05], [-0.06, 0.49, 0.14], [-0.15, -0.01, -0.12], [-0.07, -0.15, -0.04], [-0.11, 0.04, 0.09], [-0.07, -0.13, 0.00], [0.78, -0.35, 0.11], [0.17, -0.10, 0.14], [0.08, 0.13, -0.16], [-0.06, 0.12, 0.02], [-0.02, 0.02, -0.01], [0.01, 0.17, 0.00], [-0.37, 0.40, -0.05], [-0.02, -0.01, 0.01], [0.00, 0.01, -0.05], [-0.01, -0.02, 0.03], [0.03, -0.06, 0.02], [-0.01, -0.01, 0.00], [-0.01, 0.01, 0.01], [0.00, 0.00, -0.01], [0.01, 0.03, 0.01], [-0.03, 0.00, -0.03], [0.00, -0.01, -0.01], [0.04, 0.01, -0.04], [0.03, -0.05, 0.00], [-0.03, 0.02, 0.01], [-0.03, -0.01, 0.01], [0.05, -0.03, 0.01], [-0.69, 0.04, -0.21], [0.02, -0.07, -0.05], [0.01, 0.03, 0.02], [0.02, -0.01, 0.02], [-0.01, 0.00, 0.00], [0.02, -0.01, 0.10], [0.02, 0.01, -0.01], [0.02, -0.01, -0.01], [0.00, -0.02, 0.02], [0.00, -0.01, -0.01], [0.06, -0.08, 0.01], [-0.02, 0.03, -0.02], [-0.02, 0.02, -0.03], [0.01, 0.01, 0.04], [-0.05, 0.01, 0.08], [0.00, -0.01, 0.03], [-0.01, -0.01, 0.05], [0.02, -0.01, 0.01], [0.01, -0.09, 0.02], [0.00, 0.04, -0.01], [-0.55, -0.02, -0.23], [0.00, -0.02, 0.00], [-0.01, -0.03, 0.01], [0.01, -0.04, -0.01], [0.01, -0.02, 0.01], [0.09, -0.03, 0.06], [0.01, -0.04, -0.04], [0.04, 0.01, 0.03], [0.00, 0.01, -0.01], [0.01, -0.01, -0.01], [0.02, 0.05, 0.00], [-0.01, 0.02, 0.02], [0.02, 0.00, 0.01], [-0.01, -0.01, 0.01], [0.02, 0.00, -0.02], [-0.01, 0.00, -0.01], [-0.01, 0.00, 0.00], [0.01, 0.00, 0.01], [0.01, 0.01, -0.01], [0.00, 0.01, 0.02], [0.00, 0.01, -0.03], [0.01, -0.02, 0.03], [0.02, 0.01, -0.01], [0.00, -0.02, -0.01], [0.00, 0.01, 0.00], [-0.01, 0.03, 0.00], [0.01, -0.03, 0.00], [0.07, 0.00, 0.07], [0.03, -0.06, 0.02]]
}



{
  "formula": "C4H12NO3",
  "method": "ωB97M-V/def2-TZVPD",
  "fmax_ev_per_a": 5.4,
  "relative_energy_kcal_mol": 186.4,
  "homo_lumo_gap_ev": 4.2076,
  "homo_ev": -4.2,
  "total_charge": -1,
  "total_energy_ev": -11967.8675,
  "lumo_ha": 0.0004,
  "symbols": ["O", "O", "O", "N", "C", "C", "C", "C", "H", "H", "H", "H", "H", "H", "H", "H", "H", "H", "H", "H"],
  "xyz": [[-1.76403, -0.16525, -0.07231], [1.06722, 1.36987, -2.68415], [-1.70773, 1.78500, 1.65688], [1.38197, -2.69779, 1.26036], [0.67824, 1.28063, -1.35958], [0.94363, -0.18769, -0.84676], [0.53632, -0.38432, 0.63411], [-0.88834, -0.78253, 0.90351], [-0.40823, 1.39652, -1.20336], [-0.92490, -1.84448, 0.63236], [0.92994, 0.33813, 1.34863], [1.22814, -3.12937, 0.26708], [-1.34179, -0.71776, 1.96338], [1.91829, -0.64718, -1.07554], [0.17080, -0.72021, -1.44768], [-2.02151, 2.62643, 1.25183], [1.10561, -1.38001, 0.88112], [-1.99419, 0.61914, 0.45006], [1.17422, 2.06231, -0.74823], [2.10709, -3.19242, 1.66681]],
  "forces_ev_per_a": [[0.81, -1.51, 0.61], [-0.70, -0.83, 2.80], [-0.33, 0.67, -0.74], [-3.95, 0.31, -3.70], [0.68, 2.93, -2.73], [-1.47, -2.81, 1.37], [-0.96, 3.63, -1.81], [-1.95, -1.15, -0.50], [0.08, -0.34, -0.02], [-0.05, -0.13, 0.26], [0.35, -0.12, 0.05], [0.47, 1.12, 2.23], [1.26, 0.44, -1.60], [-0.11, 1.06, 0.06], [0.70, -0.07, 0.38], [0.38, -0.85, 0.48], [2.31, -3.44, 1.02], [-0.24, 1.89, 0.70], [0.15, -0.57, 0.15], [2.58, -0.24, 0.99]]
}



{
  "formula": "C3H9N",
  "method": "ωB97M-V/def2-TZVPD",
  "fmax_ev_per_a": 2.5,
  "relative_energy_kcal_mol": 32.8,
  "homo_lumo_gap_ev": 11.2892,
  "homo_ev": -10.1,
  "total_charge": 0,
  "total_energy_ev": -4745.6854,
  "lumo_ha": 0.0420,
  "symbols": ["N", "C", "C", "C", "H", "H", "H", "H", "H", "H", "H", "H", "H"],
  "xyz": [[0.08541, -2.22498, 1.19108], [-0.51415, 0.62287, -0.45019], [1.12904, -1.60727, 1.60568], [-0.44933, 1.60529, -1.62519], [-0.01950, 2.55765, -1.28928], [1.86222, -1.62758, 0.80505], [-1.45195, 1.87900, -1.94682], [-1.18787, -0.21098, -0.64803], [-0.47609, -2.48977, 1.99852], [-0.86731, 1.10738, 0.45722], [0.21263, 1.29252, -2.42609], [0.47366, 0.22011, -0.24430], [1.20325, -1.12424, 2.57236]],
  "forces_ev_per_a": [[0.98, -0.72, 1.19], [0.10, 0.10, -0.42], [-1.41, -0.97, -1.76], [0.08, 0.77, 0.94], [0.04, -0.12, 0.09], [0.72, 1.11, 0.47], [0.02, -0.24, -0.47], [0.14, -0.07, -0.05], [-0.82, 0.68, -0.04], [-0.05, 0.11, 0.06], [-0.36, -0.35, -0.29], [0.00, -0.08, 0.05], [0.55, -0.22, 0.23]]
}



{
  "formula": "C28H26F5N4STc",
  "method": "ωB97M-V/def2-TZVPD",
  "fmax_ev_per_a": 0.1,
  "relative_energy_kcal_mol": 0.0,
  "homo_lumo_gap_ev": [6.4156, 6.8559],
  "multiplicity": 2,
  "homo_ev": [-10.3, -11.1],
  "total_charge": 1,
  "total_energy_ev": -62033.1529,
  "lumo_ha": [-0.1438, -0.1542],
  "symbols": ["Tc", "S", "F", "F", "F", "F", "F", "N", "N", "N", "N", "C", "C", "C", "C", "C", "C", "C", "C", "C", "C", "C", "C", "C", "C", "C", "C", "C", "C", "C", "C", "C", "C", "C", "C", "C", "C", "C", "C", "H", "H", "H", "H", "H", "H", "H", "H", "H", "H", "H", "H", "H", "H", "H", "H", "H", "H", "H", "H", "H", "H", "H", "H", "H", "H"],
  "xyz": [[0.20992, 0.57901, 0.05118], [-1.72465, 0.07199, -1.07794], [-0.60594, -4.12636, -3.79869], [0.61323, -2.68062, -5.74214], [0.68415, 0.02999, -5.57433], [-0.40007, 1.27814, -3.47195], [-1.72332, -2.89323, -1.69493], [0.61933, 0.09960, 1.89011], [1.21318, -1.06701, -0.57466], [-0.88044, 2.01966, 1.08694], [1.57454, 1.35137, -1.07822], [-0.09019, 1.30064, 5.39089], [3.55785, -2.09554, -3.24103], [3.84627, -1.09711, -4.19181], [1.92415, 2.77469, -1.22371], [1.36710, -2.28499, 1.57174], [2.86109, 0.92581, -3.07780], [-2.06720, 2.51797, 4.56078], [-1.02277, 3.68505, -0.73947], [-1.07507, -0.76868, -2.49415], [0.86715, -2.30057, 0.11495], [-1.20084, 2.07869, 5.56941], [0.22619, 4.49297, -0.39291], [-1.13009, -2.15126, -2.63043], [-1.94498, 2.40472, 3.20289], [-0.94027, 1.80653, 2.39322], [0.09534, -0.68419, -4.61891], [1.67607, -0.89684, 2.12715], [2.81025, -2.01849, -2.10464], [0.04635, 0.84282, 2.89439], [0.05676, -2.06459, -4.70883], [-0.47006, -0.05463, -3.52400], [-1.70028, 3.06812, 0.47193], [2.07646, -0.92743, -1.55387], [3.53315, 0.22675, -4.10068], [0.42316, 0.72759, 4.21832], [2.22477, 0.47339, -1.94370], [1.48269, 3.67868, -0.07442], [-0.56408, -2.80124, -3.71271], [1.89307, -1.01459, 3.18373], [1.22162, -3.19332, -0.39807], [0.46124, 5.14736, -1.23668], [3.01114, 2.82894, -1.32134], [-2.75758, 2.84552, 2.64353], [-2.67103, 2.64792, 0.18775], [-1.75316, 4.34581, -1.21152], [2.59242, -0.51750, 1.66822], [-0.22057, -2.35668, 0.11151], [0.46007, 1.04394, 6.28836], [3.97278, -3.07417, -3.45381], [-0.79715, 2.91125, -1.47741], [0.62506, -2.78277, 2.19746], [3.86021, 0.85043, -4.92411], [2.29541, 4.37918, 0.12519], [1.36257, 3.09166, 0.83718], [-2.95142, 3.04627, 4.89822], [2.29073, -2.86114, 1.65891], [0.00456, 5.15651, 0.44818], [-1.88490, 3.86925, 1.19077], [1.27255, 0.09014, 4.40832], [2.80013, 1.98852, -3.25723], [-1.45035, 2.36029, 6.58408], [2.72611, -2.94195, -1.54890], [1.49512, 3.15169, -2.15924], [4.39704, -1.41314, -5.06829]],
  "forces_ev_per_a": [[-0.03, 0.08, 0.02], [-0.01, 0.00, -0.01], [0.00, 0.00, 0.00], [0.00, 0.00, -0.01], [-0.01, 0.01, -0.01], [0.01, 0.01, 0.02], [0.00, 0.00, 0.00], [0.01, -0.01, -0.04], [0.05, -0.02, -0.01], [0.05, -0.02, -0.01], [-0.01, -0.07, 0.00], [-0.04, 0.03, 0.01], [0.00, 0.01, 0.00], [0.00, 0.01, 0.01], [0.01, 0.01, 0.01], [0.00, 0.02, -0.02], [-0.01, -0.02, 0.00], [0.01, -0.01, 0.00], [0.02, 0.00, 0.00], [0.00, 0.02, -0.06], [0.01, -0.02, 0.00], [0.02, -0.02, -0.02], [0.00, -0.02, 0.00], [0.00, 0.01, 0.02], [-0.01, 0.00, 0.02], [-0.01, 0.04, -0.02], [0.00, -0.03, 0.00], [0.01, 0.00, -0.01], [-0.02, 0.03, 0.02], [0.01, -0.03, 0.02], [0.00, 0.02, 0.00], [-0.01, -0.03, 0.03], [-0.02, 0.00, 0.00], [0.00, -0.04, -0.01], [0.01, -0.01, 0.00], [0.02, 0.00, -0.01], [0.00, 0.03, 0.02], [-0.04, 0.01, -0.01], [-0.01, 0.00, 0.01], [-0.02, -0.01, 0.01], [0.00, 0.00, 0.01], [0.00, 0.00, 0.00], [0.00, 0.00, -0.01], [0.00, 0.00, 0.00], [0.00, 0.00, 0.00], [0.00, 0.01, 0.01], [-0.01, 0.00, 0.01], [0.00, 0.00, 0.00], [0.00, 0.00, 0.00], [0.00, 0.00, 0.00], [0.00, -0.01, -0.02], [0.00, 0.01, 0.01], [0.00, 0.00, 0.00], [0.00, 0.01, 0.00], [0.01, 0.00, 0.01], [0.00, 0.00, 0.00], [0.00, 0.00, 0.00], [0.01, 0.00, 0.00], [-0.01, 0.00, 0.02], [0.01, 0.00, -0.01], [0.00, 0.00, 0.01], [0.00, 0.00, 0.00], [0.00, -0.01, 0.00], [0.01, 0.01, 0.01], [0.00, 0.00, 0.00]]
}